1.
C34H48BaBrN4O8 | the ωB97M-V functional and the def2-TZVPD basis

Structure (XYZ):
```
96
C34H48BaBrN4O8, DFT the ωB97M-V functional and the def2-TZVPD basis
Ba -1.6835 0.7973 0.5241
C 0.6241 -5.2019 0.8939
C 0.7203 -3.8295 0.2187
C 1.6603 -2.9232 1.0110
C 2.5112 -1.8993 0.2277
C 3.0773 -2.4409 -1.0730
C 3.6480 -1.4452 1.1413
N 1.6097 -0.6976 -0.0538
C 2.2095 0.4458 -0.8147
C 1.9951 0.4052 -2.3091
N 0.6504 0.7643 -2.6737
C 0.4098 2.2012 -2.5620
C -1.0969 2.5329 -2.4748
O -1.5782 3.4104 -3.1918
O -1.6949 1.8097 -1.6153
C 0.2475 0.2892 -4.0146
C 1.3055 0.5230 -5.0986
C -0.2186 -1.1676 -4.0169
C -1.7287 -1.4457 -3.7897
C -2.0898 -2.6679 -4.6416
C -2.6014 -0.2795 -4.2665
N -2.0145 -1.6538 -2.3612
C -2.3586 -2.9553 -1.8282
C -1.1840 -3.7347 -1.2633
N -0.5713 -3.1613 -0.0686
C -1.4723 -3.2806 1.0869
C -2.7301 -2.3954 1.1620
O -3.6649 -2.8084 1.8481
O -2.6606 -1.2917 0.5349
H 1.5937 -5.7055 0.8503
H -0.1106 -5.8494 0.4143
H 0.3498 -5.1130 1.9470
H 1.1686 -3.9994 -0.7604
H 2.3762 -3.5501 1.5502
H 1.1065 -2.3737 1.7811
H 3.6295 -3.3598 -0.8600
H 3.7765 -1.7336 -1.5254
H 2.3068 -2.6762 -1.8098
H 4.2282 -2.3305 1.4079
H 3.2629 -0.9751 2.0472
H 4.3299 -0.7485 0.6507
H 0.7357 -1.0458 -0.4765
H 1.4132 -0.2858 0.9084
H 3.2671 0.4623 -0.5644
H 1.7797 1.3436 -0.3651
H 2.2042 -0.5984 -2.6849
H 2.7601 1.0558 -2.7643
H 0.8428 2.7532 -3.4078
H 0.8763 2.5849 -1.6487
H -0.6014 0.9236 -4.2717
H 2.1505 -0.1655 -5.0035
H 1.6915 1.5438 -5.0834
H 0.8680 0.3549 -6.0856
H 0.3244 -1.7258 -3.2448
H 0.0763 -1.6140 -4.9749
H -1.9250 -2.4323 -5.6950
H -3.1377 -2.9474 -4.5177
H -1.4730 -3.5412 -4.4023
H -2.3547 0.0243 -5.2889
H -2.5053 0.5965 -3.6172
H -3.6483 -0.5928 -4.2507
H -2.5899 -0.9243 -1.9711
H -2.8164 -3.6075 -2.5812
H -3.1323 -2.8185 -1.0759
H -0.4175 -3.7905 -2.0463
H -1.5177 -4.7705 -1.0749
H -0.8974 -3.0518 1.9889
H -1.8353 -4.3111 1.1960
Br -0.8976 8.5387 0.6991
C -0.9298 7.0691 1.9069
C -0.7535 7.3066 3.2608
C -0.7815 6.2217 4.1277
C -0.9818 4.9377 3.6441
C -1.1409 4.7184 2.2809
C -1.1199 5.7942 1.4028
C -1.2792 3.3030 1.7735
O -2.3704 2.6965 1.9110
O -0.2237 2.8308 1.2574
H -0.6012 8.3166 3.6182
H -0.6463 6.3846 5.1912
H -1.0017 4.0976 4.3291
H -1.2363 5.6395 0.3367
O -0.3715 -0.1898 2.4625
C 0.6552 0.3441 2.9651
O 1.7844 0.4298 2.4045
C 0.4596 0.9769 4.3227
C -0.5649 0.5466 5.1596
C -0.7573 1.1493 6.3942
C 0.0613 2.2019 6.7873
C 1.0703 2.6494 5.9438
C 1.2737 2.0319 4.7181
H -1.2155 -0.2450 4.8086
H -1.5563 0.8096 7.0432
H -0.0953 2.6819 7.7471
H 1.6936 3.4861 6.2406
H 2.0504 2.3679 4.0427
```

Properties
Strongest force on any atom in eV Å⁻¹: 1.748
Total charge: -1
Kohn-Sham gap in eV: 8.045
Relative energy (zero: lowest compared OMol25 entry of this formula, charge and spin) in kcal per mole: 42.6

Atomic partial charges in e from the Löwdin method, atoms 1 to 6: Ba 2.22; C -0.05; C -0.36; C -0.08; C -0.47; C -0.03


2.
C34H48BrF3N10O6PS | the ωB97M-V functional and the def2-TZVPD basis

Structure (XYZ):
```
104
C34H48BrF3N10O6PS, DFT the ωB97M-V functional and the def2-TZVPD basis
C 1.2487 -3.9108 1.5543
C 2.7215 -3.9670 0.8816
O 3.3291 -2.6622 0.9954
C 4.3371 -2.4393 -0.0186
C 4.0475 -1.0048 -0.7084
C 2.4876 -0.7967 -1.0615
C 1.7297 0.1639 0.0003
C 0.8627 1.3187 -0.7118
C -0.4631 1.6157 0.0826
N -1.3343 0.4930 0.3604
C -2.3928 1.1848 1.0893
N -3.4263 0.4662 1.4790
P -4.9702 0.7405 2.2883
O -4.5452 1.1869 3.9085
Br -6.1221 2.4635 1.2771
N -2.2548 2.5802 1.3310
S -2.9075 3.9404 2.0386
O -3.9017 3.8928 3.1414
O -1.9079 4.9313 2.6375
C -3.7174 4.9836 0.6704
F -4.8990 5.5408 1.1564
F -2.8538 6.0374 0.2690
F -3.9909 4.2468 -0.4907
N -1.0476 2.8117 0.6380
N -0.3329 3.9399 0.3978
C -0.2390 4.4073 -0.9720
C -1.3181 4.2652 -2.1346
O 0.8395 4.9846 -1.2906
C 0.8570 4.1629 1.2382
C 1.0863 5.6690 1.7792
O 1.7237 3.3297 1.5499
H 0.6743 -3.0507 1.0773
H 0.7623 -4.9256 1.3377
H 1.2957 -3.7833 2.6885
H 2.5868 -4.3016 -0.2064
H 3.3226 -4.8055 1.3932
H 4.3378 -3.2067 -0.8603
H 5.3591 -2.4048 0.4850
H 4.4227 -0.2178 0.0334
H 4.6400 -0.8856 -1.6754
H 2.4567 -0.3604 -2.1239
H 2.0190 -1.8495 -1.0799
H 2.5068 0.6311 0.7049
H 1.0792 -0.5177 0.6504
H 1.4903 2.2807 -0.7951
H 0.5908 1.0345 -1.7930
H -3.3311 -0.5447 1.2390
H -5.0969 0.6652 4.5345
H -1.8917 3.2912 -2.0081
H -2.0584 5.1385 -1.9976
H -0.8116 4.3729 -3.1573
H 0.2367 6.3608 1.4807
H 2.1255 6.0416 1.5113
H 1.0676 5.5650 2.9277
N -2.5398 -4.7753 2.7526
C -2.8778 -4.2158 1.5490
C -3.8276 -5.0156 0.9616
C -4.0758 -6.0941 1.8457
C -3.2693 -5.9180 2.9432
H -1.8613 -4.4041 3.3971
H -2.4130 -3.3001 1.2149
H -4.2929 -4.8428 0.0023
H -4.7682 -6.9089 1.6961
H -3.1511 -6.5063 3.8402
N -1.8972 4.1712 5.9769
C -1.2649 2.9785 6.2079
C -0.5546 3.0949 7.3777
C -0.7709 4.4042 7.8738
C -1.6054 5.0442 6.9904
H -2.4865 4.3744 5.1846
H -1.3736 2.1526 5.5210
H 0.0522 2.3230 7.8271
H -0.3620 4.8310 8.7774
H -2.0145 6.0429 6.9949
N 7.0695 -4.8531 1.4863
C 7.8893 -4.6647 0.4052
C 8.6426 -5.8010 0.2418
C 8.2596 -6.7112 1.2581
C 7.2856 -6.1006 2.0089
H 6.4104 -4.1801 1.8411
H 7.8667 -3.7403 -0.1517
H 9.3861 -5.9602 -0.5248
H 8.6526 -7.7035 1.4215
H 6.7301 -6.4443 2.8681
N -1.9311 -0.9269 -2.7833
C -1.6862 -0.3858 -4.0179
C -2.3625 -1.1343 -4.9499
C -3.0451 -2.1612 -4.2522
C -2.7631 -2.0070 -2.9174
H -1.5580 -0.5835 -1.9124
H -1.0522 0.4818 -4.1260
H -2.3666 -0.9615 -6.0160
H -3.6737 -2.9279 -4.6795
H -3.0805 -2.5717 -2.0538
N -1.0668 1.1563 -7.8504
C -1.8984 0.5881 -8.7788
C -1.4676 0.9724 -10.0245
C -0.3307 1.7983 -9.8421
C -0.1049 1.8918 -8.4912
H -1.1491 1.0493 -6.8533
H -2.7233 -0.0375 -8.4734
H -1.9197 0.6895 -10.9633
H 0.2576 2.2714 -10.6142
H 0.6539 2.4175 -7.9318
```

Properties
Strongest force on any atom in eV Å⁻¹: 10.525
Total charge: +1
Kohn-Sham gap in eV: 4.644

Atomic partial charges in e from the Löwdin method, atoms 1 to 6: C -0.09; C -0.26; O -0.20; C -0.21; C -0.15; C -0.17